DFT (ωB97M-V with the def2-TZVPD basis set) results for the molecule C3H5N3S.

Summary:
2S+1 = 1
total charge = 0
SMILES = [H]/N=C1/CN(S)C=N1
frontier orbital gap = 9.56 eV

Geometry as XYZ:
```
12
Properties=species:S:1:pos:R:3:lowdin_charge:R:1
H 0.481 2.844 1.240 0.040
N -0.323 2.243 1.145 0.130
C 0.038 1.200 0.505 -0.442
C -0.912 0.054 0.191 -0.127
N 0.003 -0.871 -0.479 -0.529
S -0.441 -2.283 -1.287 0.811
C 1.210 -0.257 -0.559 -0.228
N 1.314 0.918 -0.026 0.106
H -1.357 -0.347 1.077 0.114
H -1.728 0.378 -0.482 0.132
H -0.291 -3.135 -0.238 -0.125
H 2.007 -0.744 -1.088 0.118
```

=====

DFT (ωB97M-V with the def2-TZVPD basis set) results for the molecule C3H5N3S2.

Summary:
2S+1 = 1
total charge = 0
SMILES = CNc1n[nH]c(=S)s1
frontier orbital gap = 8.62 eV

Geometry as XYZ:
```
13
Properties=species:S:1:pos:R:3:lowdin_charge:R:1
C 1.790 1.824 1.947 -0.154
N 2.051 1.301 0.642 -0.110
C 1.255 0.448 0.043 -0.604
N 1.477 -0.527 -0.813 0.036
N 0.238 -1.187 -1.145 -0.092
C -0.914 -0.770 -0.491 -1.254
S -2.431 -1.340 -0.754 0.549
S -0.561 0.644 0.400 0.980
H 1.400 1.098 2.622 0.051
H 1.108 2.866 2.034 0.143
H 2.885 2.050 2.338 0.120
H 3.068 1.199 0.277 0.192
H 0.261 -2.192 -1.388 0.142
```

=====

DFT (ωB97M-V with the def2-TZVPD basis set) results for the molecule C3H5N3S2.

Summary:
2S+1 = 1
total charge = 0
SMILES = Nc1cn(S)c(=S)[nH]1
frontier orbital gap = 8.06 eV

Geometry as XYZ:
```
13
Properties=species:S:1:pos:R:3:lowdin_charge:R:1
N 0.615 2.160 0.873 0.092
C 0.281 0.898 0.378 -0.349
C -0.547 0.606 -0.673 -0.087
N -0.524 -0.737 -0.817 -0.540
S -1.350 -1.658 -1.933 0.746
C 0.188 -1.300 0.237 -0.879
S 0.364 -2.962 0.464 0.528
N 0.715 -0.284 0.927 0.118
H 0.019 2.414 1.664 0.095
H 0.377 2.903 0.257 0.074
H -0.954 1.190 -1.430 0.100
H -0.350 -2.786 -1.784 -0.075
H 1.167 -0.444 1.837 0.177
```

=====

DFT (ωB97M-V with the def2-TZVPD basis set) results for the molecule C3H5N3Se.

Summary:
2S+1 = 1
total charge = 0
SMILES = Cc1nnc([SeH])[nH]1
frontier orbital gap = 9.34 eV

Geometry as XYZ:
```
12
Properties=species:S:1:pos:R:3:lowdin_charge:R:1
C 1.252 -0.466 -1.625 -0.008
C 0.483 -0.421 -0.345 -0.372
N 0.172 -1.435 0.418 0.075
N -0.742 -0.957 1.350 0.001
C -0.870 0.279 1.138 -0.820
Se -1.822 1.440 2.267 0.872
N -0.144 0.735 0.074 0.108
H 0.995 0.288 -2.278 0.050
H 2.333 -0.380 -1.670 0.086
H 1.068 -1.354 -2.089 0.048
H -2.760 0.539 2.765 -0.191
H 0.035 1.732 -0.004 0.151
```

=====

DFT (ωB97M-V with the def2-TZVPD basis set) results for the ion C3H5N4 with charge +1.

Summary:
2S+1 = 1
total charge = +1
SMILES = C[N+]1=NC#CNN1
frontier orbital gap (alpha / beta) = 8.18 / 8.18 eV

Geometry as XYZ:
```
12
Properties=species:S:1:pos:R:3:lowdin_charge:R:1
C -0.860 0.839 -0.025 0.024
N 0.505 0.508 0.163 -0.108
N 1.485 1.454 0.096 0.189
C 2.582 1.048 -0.386 0.050
C 2.939 -0.153 0.043 0.089
N 2.097 -1.118 0.239 0.054
N 0.829 -0.830 -0.181 0.094
H -1.183 1.273 -0.924 0.103
H -1.030 1.531 0.735 0.101
H -1.450 0.015 0.044 0.079
H 2.370 -1.893 0.801 0.173
H 0.827 -1.116 -1.120 0.151
```

=====

DFT (ωB97M-V with the def2-TZVPD basis set) results for a cluster of 2 separate species, C3H5N4 in total.

Summary:
2S+1 = 3
total charge = +1
frontier orbital gap (alpha / beta) = 8.23 / 6.44 eV

Geometry as XYZ:
```
12
Properties=species:S:1:pos:R:3:lowdin_spin:R:1
C 1.711 0.984 0.218 0.048
C 1.925 -1.564 -0.490 0.023
C 0.253 0.765 0.005 0.452
N 2.846 1.245 0.323 0.169
N 3.010 -1.774 -0.128 0.001
N -0.230 -0.362 0.312 0.657
N -0.443 1.876 -0.292 0.581
H 3.885 -1.911 0.350 0.000
H 0.556 -1.160 -0.019 0.016
H -1.177 -0.635 0.337 0.018
H -0.037 2.740 -0.181 0.018
H -1.408 1.999 -0.356 0.017
```

=====

DFT (ωB97M-V with the def2-TZVPD basis set) results for a structure of composition C3H5N4O2.

Summary:
2S+1 = 1
total charge = +1
frontier orbital gap (alpha / beta) = 9.35 / 9.35 eV

Geometry as XYZ:
```
14
Properties=species:S:1:pos:R:3:lowdin_charge:R:1
C 0.720 -2.250 0.940 -0.013
C -0.810 1.605 -1.902 -0.208
C 0.615 -0.946 0.682 -0.048
N 0.759 -3.415 1.157 0.341
N -1.650 0.934 -2.388 0.280
N 0.024 2.068 -1.098 0.175
N 0.084 0.021 1.452 -0.356
O -0.507 -0.222 2.491 0.142
O 0.336 1.235 1.179 0.000
H 1.368 -0.450 0.028 0.163
H 1.129 -4.331 1.262 0.135
H -2.611 1.064 -2.667 0.129
H -0.077 1.827 0.125 0.123
H 0.618 2.859 -1.260 0.137
```

=====

DFT (ωB97M-V with the def2-TZVPD basis set) results for the molecule C3H5N5.

Summary:
2S+1 = 1
total charge = 0
SMILES = [H]/N=c1/cncnn1N
frontier orbital gap = 9.06 eV

Geometry as XYZ:
```
13
Properties=species:S:1:pos:R:3:lowdin_charge:R:1
H 2.448 1.298 0.360 0.065
N 1.481 1.623 0.035 0.089
C 0.531 0.736 -0.076 -0.425
C -0.822 1.288 -0.002 -0.091
N -1.920 0.635 -0.054 0.097
C -1.760 -0.798 0.042 -0.181
N -0.619 -1.359 0.021 0.082
N 0.518 -0.620 0.058 -0.163
N 1.809 -1.370 -0.107 0.083
H -0.719 2.336 0.054 0.097
H -2.715 -1.399 0.060 0.122
H 2.190 -1.347 0.880 0.098
H 2.231 -0.603 -0.804 0.127
```

=====

DFT (ωB97M-V with the def2-TZVPD basis set) results for the molecule C3H5N5.

Summary:
2S+1 = 1
total charge = 0
SMILES = [H]/N=c1\ccn(N)nn1
frontier orbital gap = 8.49 eV

Geometry as XYZ:
```
13
Properties=species:S:1:pos:R:3:lowdin_charge:R:1
H 3.166 0.561 0.212 0.047
N 2.904 -0.431 0.050 0.111
C 1.639 -0.420 0.037 -0.514
C 0.908 0.884 -0.095 -0.015
C -0.425 0.936 0.024 -0.105
N -1.100 -0.208 0.163 -0.273
N -2.493 -0.238 -0.063 0.053
N -0.454 -1.347 -0.088 0.050
N 0.851 -1.521 -0.043 0.101
H 1.531 1.782 -0.300 0.116
H -1.146 1.795 -0.237 0.152
H -2.524 -1.319 -0.561 0.180
H -2.858 -0.474 0.902 0.099
```

=====

DFT (ωB97M-V with the def2-TZVPD basis set) results for the molecule C3H5N5.

Summary:
2S+1 = 1
total charge = 0
SMILES = [H]/N=C1\N=CN(N)\C1=N\[H]
frontier orbital gap = 8.19 eV

Geometry as XYZ:
```
13
Properties=species:S:1:pos:R:3:lowdin_charge:R:1
H 3.055 -0.382 0.566 0.135
N 2.436 0.624 0.236 0.110
C 1.278 -0.051 -0.278 -0.406
N 1.163 -1.385 -0.216 0.066
C -0.108 -1.655 -0.136 -0.085
N -0.798 -0.485 0.088 -0.122
N -2.182 -0.117 0.101 0.048
C 0.061 0.657 -0.203 -0.383
N -0.332 1.851 -0.177 0.148
H 0.473 2.598 -0.310 0.127
H -0.527 -2.659 0.051 0.145
H -2.170 0.536 1.006 0.142
H -2.349 0.467 -0.728 0.076
```

=====

DFT (ωB97M-V with the def2-TZVPD basis set) results for a structure of composition C3H5NO.

Summary:
2S+1 = 1
total charge = 0
frontier orbital gap (alpha / beta) = 9.15 / 9.16 eV

Geometry as XYZ:
```
10
Properties=species:S:1:pos:R:3:lowdin_charge:R:1
C 0.722 0.282 1.269 0.186
C 0.689 -0.437 -0.027 -0.593
C -1.358 0.026 -1.099 -0.025
N -0.767 -0.423 -0.056 -0.018
O 1.448 0.576 -0.467 -0.033
H 1.206 -0.142 2.145 0.087
H 0.235 1.239 1.402 0.096
H 1.077 -1.465 -0.030 0.152
H -2.445 0.125 -1.111 0.066
H -0.808 0.220 -2.026 0.081
```

=====

DFT (ωB97M-V with the def2-TZVPD basis set) results for the molecule C3H5NO.

Summary:
2S+1 = 1
total charge = 0
SMILES = C=NC(C)=O
frontier orbital gap = 10.07 eV

Geometry as XYZ:
```
10
Properties=species:S:1:pos:R:3:lowdin_charge:R:1
C -1.829 -0.245 0.074 -0.001
N -0.689 -0.671 0.311 0.080
C 0.176 0.365 0.222 -0.580
C 1.565 -0.062 -0.070 -0.015
O -0.296 1.471 0.353 0.076
H -2.614 -1.058 0.153 0.101
H -2.216 0.495 -0.500 0.061
H 1.964 -0.797 0.591 0.066
H 2.205 0.804 0.086 0.073
H 1.735 -0.301 -1.221 0.139
```

=====

DFT (ωB97M-V with the def2-TZVPD basis set) results for the molecule C3H5NO.

Summary:
2S+1 = 1
total charge = 0
SMILES = O=C[C@@H]1CN1
frontier orbital gap = 11.00 eV

Geometry as XYZ:
```
10
Properties=species:S:1:pos:R:3:lowdin_charge:R:1
O -2.496 -0.051 -0.213 0.048
C -1.371 0.168 0.186 -0.239
C -0.140 -0.018 -0.630 -0.278
C 1.027 -0.606 0.112 -0.127
N 1.010 0.800 -0.278 0.012
H -1.202 0.553 1.237 0.136
H -0.290 -0.208 -1.688 0.143
H 0.917 -0.808 1.168 0.102
H 1.740 -1.237 -0.419 0.106
H 0.804 1.407 0.526 0.096
```

=====

DFT (ωB97M-V with the def2-TZVPD basis set) results for a cluster of 2 separate species, C3H5NO in total.

Summary:
2S+1 = 1
total charge = 0
frontier orbital gap (alpha / beta) = 8.20 / 8.26 eV

Geometry as XYZ:
```
10
Properties=species:S:1:pos:R:3:lowdin_charge:R:1
C -1.496 0.640 0.346 0.008
C 1.294 -1.032 0.346 0.064
C -0.546 0.215 -0.390 -0.147
N 0.879 0.065 -0.234 -0.404
O 1.574 1.048 -0.519 -0.048
H -2.387 0.818 -0.071 0.021
H -1.140 1.033 1.294 0.099
H 2.253 -0.941 0.826 0.083
H 0.497 -1.767 0.776 0.124
H -0.928 -0.080 -2.374 0.202
```

=====

DFT (ωB97M-V with the def2-TZVPD basis set) results for a cluster of 2 separate species, C3H5NO in total.

Summary:
2S+1 = 1
total charge = 0
frontier orbital gap = 10.91 eV

Geometry as XYZ:
```
10
Properties=species:S:1:pos:R:3:lowdin_charge:R:1
C 1.880 0.077 -0.313 -0.188
C -0.775 0.734 0.050 -0.066
C -0.115 -0.617 -0.412 -0.309
N 2.760 0.631 0.168 -0.022
O -0.296 -1.722 0.238 0.051
H -0.612 0.724 1.166 0.094
H -0.352 1.718 -0.444 0.126
H -1.804 0.795 -0.202 0.049
H -0.098 -0.779 -1.448 0.092
H -0.586 -1.563 1.198 0.173
```

=====

DFT (ωB97M-V with the def2-TZVPD basis set) results for the molecule C3H5NO.

Summary:
2S+1 = 1
total charge = 0
SMILES = C=NC(C)=O
frontier orbital gap = 10.58 eV

Geometry as XYZ:
```
10
Properties=species:S:1:pos:R:3:lowdin_charge:R:1
C 1.090 1.152 0.825 -0.040
N -0.002 0.847 0.362 0.027
C -0.388 0.258 -0.798 -0.523
C -0.792 -1.141 -0.325 -0.004
O -0.524 0.796 -1.883 0.078
H 1.065 1.405 2.013 0.122
H 2.098 1.151 0.339 0.095
H -1.798 -1.245 -0.409 0.036
H -0.484 -1.366 0.813 0.135
H -0.265 -1.857 -0.938 0.075
```

=====

DFT (ωB97M-V with the def2-TZVPD basis set) results for the molecule C3H5NO.

Summary:
2S+1 = 1
total charge = 0
SMILES = N=C1COC1
frontier orbital gap = 11.15 eV

Geometry as XYZ:
```
10
Properties=species:S:1:pos:R:3:lowdin_charge:R:1
N 1.060 -0.399 1.484 0.150
C 0.390 -0.156 0.449 -0.343
C -0.746 0.762 0.047 -0.130
O -0.912 0.003 -1.161 -0.116
C 0.296 -0.751 -0.937 -0.117
H 0.723 0.239 2.208 0.059
H -1.639 0.775 0.684 0.124
H -0.423 1.794 -0.150 0.124
H 1.103 -0.433 -1.610 0.124
H 0.149 -1.833 -1.015 0.125
```

=====

DFT (ωB97M-V with the def2-TZVPD basis set) results for the molecule C3H5NO.

Summary:
2S+1 = 1
total charge = 0
frontier orbital gap = 8.55 eV

Geometry as XYZ:
```
10
Properties=species:S:1:pos:R:3:lowdin_charge:R:1
C -0.026 0.883 0.048 -0.022
C -2.215 -0.400 -0.204 -0.014
C 1.420 0.628 0.265 -0.267
N -1.049 0.136 0.086 -0.033
O 1.770 -0.769 0.227 -0.070
H -2.236 -0.983 -1.109 0.059
H -2.921 -0.621 0.500 0.021
H 1.693 0.830 1.360 0.141
H 1.940 1.335 -0.526 0.140
H 1.624 -1.039 -0.647 0.044
```

=====

DFT (ωB97M-V with the def2-TZVPD basis set) results for a cluster of 2 separate species, C3H5NO in total.

Summary:
2S+1 = 1
total charge = 0
frontier orbital gap (alpha / beta) = 9.43 / 9.07 eV

Geometry as XYZ:
```
10
Properties=species:S:1:pos:R:3:lowdin_charge:R:1
C 1.444 0.192 0.466 -0.137
C 0.913 1.094 -0.304 0.029
C -1.376 -0.724 -0.346 -0.206
N -1.466 0.652 -0.006 0.040
O -1.509 -0.253 1.013 -0.074
H 2.599 -0.111 0.629 0.105
H 0.895 -0.495 1.133 0.045
H 1.163 1.784 -1.071 0.030
H -2.246 -1.132 -0.859 0.109
H -0.416 -1.007 -0.655 0.059
```

=====

DFT (ωB97M-V with the def2-TZVPD basis set) results for the molecule C3H5NO.

Summary:
2S+1 = 1
total charge = 0
SMILES = O=C[C@H]1CN1
frontier orbital gap = 10.69 eV

Geometry as XYZ:
```
10
Properties=species:S:1:pos:R:3:lowdin_charge:R:1
O 1.005 -0.927 1.515 0.053
C 1.279 -0.337 0.495 -0.221
C 0.275 0.037 -0.552 -0.282
C -1.153 -0.230 -0.281 -0.143
N -0.650 1.134 -0.214 0.032
H 2.315 0.012 0.309 0.123
H 0.646 0.076 -1.573 0.131
H -1.823 -0.431 -1.112 0.104
H -1.382 -0.736 0.653 0.107
H -0.514 1.401 0.759 0.097
```